This record from OMol25 describes a cluster of 2 separate species, C33H36F6N2O5 in total. The level of theory is ωB97M-V/def2-TZVPD.

XYZ file:
```
82
Properties=species:S:1:pos:R:3:forces:R:3:mulliken_charge:R:1
C 4.825121 3.545724 3.688086 -0.4224 0.5946 0.0518 -1.035
N 4.772550 2.486248 2.712997 1.5427 -0.1904 0.3855 0.306
C 6.020270 2.209253 2.005680 -0.7999 -0.2722 0.6306 -0.993
C 5.967711 2.856803 0.654695 -0.9159 0.6349 -1.5376 0.831
F 7.107316 2.747552 -0.074672 -0.8508 0.0710 0.7015 -0.288
F 4.943783 2.294880 -0.087346 1.1813 0.6391 0.5665 -0.125
F 5.662442 4.194403 0.771610 0.4747 -1.1519 -0.2253 -0.295
C 3.609573 1.795064 2.445811 -0.9226 -0.5598 -0.2928 -0.337
C 3.554320 0.383754 2.570538 0.2419 0.7120 -0.0476 -0.291
C 2.403664 -0.289102 2.231063 -0.4566 -0.2878 -0.3108 -0.979
C 1.276810 0.385030 1.669104 0.7236 0.3906 -0.1660 1.054
C 0.093571 -0.326502 1.333120 -0.0740 -0.2818 -0.0329 -0.610
C -1.205023 0.226067 1.226350 -0.9050 0.5466 0.2129 0.483
C -2.282395 -0.534550 0.669203 0.6201 -0.1745 0.0528 -1.103
C -3.524315 0.018808 0.467594 -0.5154 0.7032 0.1538 -0.345
C -3.781150 1.371704 0.819485 1.3251 -0.4180 0.0164 -0.313
N -5.007766 1.964398 0.551167 -1.4082 0.2645 0.5270 0.408
C -5.515342 2.044540 -0.800098 0.0958 0.0711 -0.4165 -1.020
C -5.982059 2.275660 1.602775 0.8756 -0.6378 -0.5411 -0.962
C -5.735365 3.606574 2.245332 0.6140 1.3793 0.3865 0.887
F -6.829734 4.090551 2.898419 0.9196 -0.4203 -0.4935 -0.288
F -4.713252 3.514756 3.164510 -1.0058 0.3825 -0.6959 -0.242
F -5.358120 4.546342 1.311655 -0.4323 -0.7588 1.0931 -0.267
C -2.740878 2.127745 1.417792 -0.8253 -0.2348 -0.1239 0.038
C -1.530774 1.541523 1.691611 0.5314 -0.2134 -0.1491 -1.053
C 1.410394 1.790527 1.463822 -0.4410 0.0564 0.4801 -1.048
C 2.467153 2.498928 1.989250 0.5297 -0.2219 -0.0231 -0.319
H 4.061956 3.376586 4.459265 0.1994 0.0877 -0.1825 0.327
H 5.812200 3.537195 4.170523 -0.2950 0.0751 -0.0460 0.364
H 4.662165 4.535626 3.231641 0.0804 -0.0997 0.2655 0.318
H 6.839086 2.661700 2.570893 0.0289 -0.2997 -0.1328 0.428
H 6.158439 1.130390 1.876605 0.2293 0.1912 -0.0685 0.317
H 4.434696 -0.122533 2.986332 -0.4894 0.0666 -0.2460 0.531
H 2.332309 -1.362431 2.401911 -0.0200 0.1747 -0.1066 0.412
H 0.188128 -1.402196 1.200014 0.0276 -0.0230 -0.0462 0.480
H -2.100349 -1.576452 0.402836 0.0330 0.2233 -0.0956 0.391
H -4.357721 -0.561048 0.055560 0.4641 0.1012 0.0978 0.550
H -4.998302 1.319826 -1.440537 -0.1285 0.2151 0.0718 0.409
H -6.589299 1.817598 -0.806013 0.2230 -0.0026 -0.1694 0.331
H -5.367713 3.059506 -1.214235 -0.0869 -0.3851 0.0094 0.229
H -6.973955 2.307763 1.142804 0.1061 -0.1093 0.2444 0.433
H -5.927635 1.514690 2.393965 -0.2836 0.1948 -0.1113 0.322
H -2.921140 3.182159 1.644529 0.0631 -0.5060 0.1026 0.473
H -0.802022 2.108227 2.271327 -0.2455 -0.2197 -0.2451 0.754
H 0.648872 2.324663 0.893472 0.2647 -0.1949 0.2343 1.044
H 2.491419 3.594142 1.981855 0.0715 -0.4640 -0.3589 0.338
C 2.064439 1.752470 -3.109558 0.3024 0.4037 0.1206 -1.042
C 0.919043 0.838437 -3.422891 0.3011 0.0708 0.2362 -0.285
O 0.965538 -0.208356 -2.439230 -0.3290 0.5770 -0.5819 -0.064
C 0.155136 -1.220960 -2.800961 -0.2899 -1.2848 -0.5038 0.157
C 0.218767 -2.386269 -1.923513 1.2157 1.2556 0.0498 0.580
C 1.350876 -2.527249 -0.995005 -1.1228 0.2635 0.4133 0.080
O 1.242244 -3.018783 0.130983 0.6481 -0.1609 -0.3775 -0.756
O 2.505238 -2.017887 -1.462375 0.9425 -0.3964 0.2407 -0.348
C 3.725000 -2.200081 -0.689408 -0.7518 0.0791 -0.1736 -0.475
C 4.495055 -0.904084 -0.699922 0.2634 0.3612 -0.1410 -0.680
C -0.781837 -3.388635 -1.992052 -1.3419 -1.0486 -0.0468 0.725
C -0.607307 -4.689603 -1.413835 -0.2108 0.6732 -0.3596 -0.505
C -1.642881 -5.597063 -1.377695 -0.9441 0.2629 -0.2394 -0.736
C -2.923806 -5.243880 -1.879134 0.4996 0.8108 -0.1876 0.820
O -3.942347 -6.102534 -1.608877 -0.9424 0.0102 -0.2678 -0.441
C -5.290613 -5.694155 -1.953112 0.9915 -0.2649 0.0745 -0.778
C -3.086237 -4.031179 -2.591966 -0.0661 -1.0760 0.6643 -0.477
C -2.028228 -3.146537 -2.651849 0.6003 0.1087 0.1615 -0.735
O -0.542423 -1.120280 -3.814178 0.3209 0.0591 0.7668 -0.769
H 2.067608 2.559315 -3.845040 0.1368 0.0908 0.0922 0.469
H 1.983145 2.187618 -2.103670 -0.0027 -0.0808 -0.2253 0.131
H 3.018482 1.216265 -3.171900 -0.1728 0.0932 0.0047 0.217
H -0.052608 1.347550 -3.349925 0.2358 -0.1218 -0.1886 0.264
H 1.033842 0.408532 -4.427707 -0.1943 0.1578 0.3276 0.341
H 3.465883 -2.491810 0.331674 -0.0197 -0.1101 -0.2123 0.307
H 4.297114 -2.996338 -1.183446 -0.1685 0.0662 0.2383 0.310
H 5.293817 -0.958686 0.050433 -0.0208 0.0367 -0.1518 0.303
H 4.952947 -0.708809 -1.678840 -0.1234 -0.0342 0.2278 0.414
H 3.857405 -0.046857 -0.453793 0.0329 -0.2574 -0.0033 -0.040
H 0.358095 -4.955212 -0.993262 -0.2176 0.0407 -0.0164 0.408
H -1.526315 -6.584374 -0.939118 0.0119 0.1686 0.0222 0.390
H -5.907350 -6.515071 -1.588737 -0.0678 0.1738 -0.1159 0.243
H -5.566548 -4.752834 -1.450959 0.1579 -0.2620 -0.1386 0.310
H -5.399481 -5.583840 -3.044018 -0.0154 -0.0454 0.3449 0.307
H -4.038298 -3.787258 -3.073896 0.4248 -0.0716 0.2023 0.315
H -2.132999 -2.243683 -3.245550 -0.0263 -0.1968 0.3243 0.495
```
Positions in Å, forces in eV/Å.

The largest force on an atom comes out at 1.9 eV Å⁻¹. The HOMO energy is -5.4 eV. The charge is 0. The value obtained for the total energy is -64324.9082 eV.